53
Properties=species:S:1:pos:R:3:forces:R:3:mulliken_charge:R:1 method="wB97M-V/def2-TZVPD" energy_ha=-1995.1785 homo_ha=-0.2210 orbital_gap_ev=5.5
Sn -0.537 -0.561 0.745 0.483 -0.083 1.560 0.5226
C 4.759 0.188 2.408 0.554 0.656 0.225 -1.8562
C 4.012 0.117 1.111 -1.200 -0.126 -0.624 1.8452
C 4.751 -0.689 0.066 0.390 -0.731 0.422 -1.8559
O 2.728 -0.657 1.346 1.890 0.889 0.384 -0.6051
B 1.769 0.079 0.771 -3.064 -0.957 -0.813 0.3658
O 2.085 1.265 0.210 1.255 0.388 0.014 -0.1829
C 3.490 1.497 0.533 0.212 0.000 -0.224 1.3577
C 4.199 1.918 -0.766 -0.219 0.820 0.142 -1.8282
C 3.481 2.636 1.549 0.743 0.237 0.058 -1.7258
H 5.066 -0.811 2.676 0.095 -0.264 0.259 0.4473
H 4.160 0.619 3.201 -0.275 -0.134 0.143 0.3548
H 5.659 0.832 2.363 -0.301 -0.398 -0.310 0.3316
H 4.990 -1.683 0.493 -0.131 0.447 -0.187 0.4864
H 5.701 -0.211 -0.200 -0.218 -0.083 -0.145 0.3424
H 4.113 -0.859 -0.801 0.212 0.107 -0.065 0.2334
H 4.098 1.195 -1.585 0.044 0.092 0.415 0.3407
H 5.267 2.138 -0.581 -0.421 -0.157 -0.122 0.3529
H 3.718 2.858 -1.111 0.316 -0.469 0.183 0.4308
H 2.882 2.372 2.435 0.156 0.115 -0.340 0.2970
H 3.035 3.516 1.051 0.218 -0.322 0.398 0.3738
H 4.523 2.877 1.886 -0.866 -0.046 -0.281 0.3307
N -2.965 2.293 0.053 0.643 -0.554 -0.258 -0.1277
C -1.759 2.238 -0.507 1.144 -3.664 0.055 0.4440
O -1.135 1.107 -0.651 -1.512 3.004 0.162 -0.4001
C -1.074 3.439 -1.006 0.845 1.421 -0.084 -1.2607
I -0.310 4.547 0.738 -0.198 -0.363 -0.480 0.0425
H -3.314 1.381 0.411 0.075 0.409 0.150 0.2822
H -3.306 3.188 0.350 -0.328 0.038 0.100 0.2198
H -1.723 4.189 -1.498 0.413 -0.678 0.141 0.5073
H -0.168 3.158 -1.582 -0.861 0.218 0.368 0.3724
F -0.340 -3.232 -0.882 -0.691 0.019 0.441 -0.3461
C -0.625 -1.896 -1.072 1.641 0.171 -1.788 0.4417
F -1.776 -1.806 -1.834 -0.029 -0.239 0.436 -0.3017
C 0.517 -1.473 -2.045 0.432 -0.319 -0.158 0.4769
F 0.363 -0.187 -2.379 0.394 -0.378 -0.241 -0.1963
F 0.597 -2.192 -3.234 0.021 0.785 1.702 -0.3058
F 1.721 -1.606 -1.370 -1.091 -0.111 -1.394 -0.2273
C -3.696 -3.215 1.165 1.407 -0.177 0.620 -0.9966
N -4.308 -2.464 0.096 -0.036 0.892 0.544 0.3111
C -5.080 -3.218 -0.867 -0.583 0.744 -0.813 -1.0179
C -4.248 -1.104 0.144 1.672 1.090 0.662 0.9669
C -5.233 -0.363 -0.732 0.400 0.250 -0.323 -1.5413
O -3.381 -0.469 0.838 -2.899 -1.338 -1.353 -0.7200
H -4.425 -3.531 1.924 -0.052 -0.075 -0.293 0.3547
H -2.977 -2.542 1.673 -0.313 -0.488 -0.310 0.2067
H -3.136 -4.105 0.785 -0.488 0.740 0.215 0.3514
H -4.797 -4.250 -0.736 -0.234 -0.334 -0.030 0.3609
H -4.818 -2.934 -1.903 -0.009 -0.078 0.475 0.3295
H -6.183 -3.077 -0.778 0.659 -0.317 0.197 0.2946
H -6.160 -0.933 -0.765 -0.095 0.285 -0.301 0.4351
H -4.792 -0.248 -1.740 -0.321 -0.322 0.265 0.2981
H -5.422 0.669 -0.394 0.123 -0.612 0.200 0.3863